(1)
The following is a DFT calculation (ωB97M-V with the def2-TZVPD basis set) of a structure of composition C3H4S2 at a distorted geometry.

```
9
Properties=species:S:1:pos:R:3:forces:R:3:mulliken_charge:R:1
C 0.3625 -0.0115 1.3335 0.6 -1.2 -1.6 0.15
C -0.4392 -0.2496 0.1212 -6.0 -0.5 -1.9 -0.59
C 0.2137 0.6375 -1.0321 -0.4 -2.4 0.2 -0.37
H -1.6494 -0.2861 0.1714 2.4 1.1 0.5 0.30
H -0.4715 -1.2351 -0.3282 0.9 -0.8 0.9 0.31
H -0.2921 1.5952 -1.5483 1.1 -2.8 1.1 0.30
H 0.4756 -0.5293 -1.6681 0.2 4.7 0.7 0.23
S 0.4605 -1.0195 2.6125 0.1 1.3 -0.2 -0.26
S 1.3399 1.0983 0.3382 1.2 0.6 0.3 -0.08
```
Forces are in eV/Å.

Lowest unoccupied orbital energy: -0.38 eV
E: -912.9506 a.u.
HOMO energy: -8.736 eV
2S+1: 1
Strongest force on any atom: 6.311 eV/Å
Kohn-Sham gap: 0.30695 Ha

---

(2)
The following is a DFT calculation (ωB97M-V with the def2-TZVPD basis set) of a structure of composition C30H45AsF4N5S2SnTe.

```
89
Properties=species:S:1:pos:R:3:forces:R:3:mulliken_charge:R:1
Sn 0.8311 -0.1935 0.6082 0.1 0.2 0.2 0.56
C 5.0908 -1.4620 2.6567 0.0 0.0 0.0 -1.49
C 3.6913 -0.9083 2.4099 0.0 0.0 0.0 -0.63
N 3.2552 -0.8861 0.9997 -0.1 0.0 0.0 0.75
C 4.1325 -0.0774 0.1356 0.0 0.0 0.0 -0.61
C 4.2510 1.3676 0.5816 0.0 0.0 0.0 -0.99
C 3.0990 -2.2308 0.4255 0.1 0.0 0.0 -1.23
C 1.9943 -3.0119 1.1013 0.0 -0.1 -0.1 -0.74
N 0.7472 -2.2554 1.0159 -0.1 0.1 0.4 0.69
C -0.3310 -2.8828 1.6556 0.1 0.0 -0.2 -0.48
C -0.4513 -2.9481 3.0395 0.0 0.0 0.1 0.44
F 0.5016 -2.3972 3.8066 0.0 0.0 0.0 -0.38
C -1.5575 -3.5140 3.6445 0.0 0.0 0.0 0.19
F -1.6278 -3.5226 4.9813 0.0 0.0 0.0 -0.33
C -2.5912 -4.0425 2.8975 0.0 0.0 0.0 -0.60
C -2.4799 -3.9959 1.5231 0.0 0.0 0.0 0.41
F -3.4588 -4.4860 0.7483 0.0 0.0 0.0 -0.34
C -1.3680 -3.4439 0.9183 0.0 0.0 -0.1 0.50
F -1.3092 -3.4267 -0.4286 0.0 0.0 0.0 -0.48
H 5.2243 -1.6323 3.7249 0.0 0.0 0.0 0.44
H 5.8675 -0.7676 2.3353 0.0 0.0 0.0 0.31
H 5.2631 -2.4149 2.1561 0.0 0.0 0.0 0.26
H 3.6358 0.1136 2.7809 0.0 0.0 0.0 0.48
H 2.9470 -1.4678 2.9760 0.0 0.0 0.0 0.17
H 3.7043 -0.1160 -0.8702 0.0 0.0 0.0 0.34
H 5.1257 -0.5391 0.0712 0.0 0.0 0.0 0.41
H 3.2685 1.8246 0.7204 0.0 0.0 0.0 0.12
H 4.7870 1.9378 -0.1770 0.0 0.0 0.0 0.44
H 4.8002 1.4694 1.5178 0.0 0.0 0.0 0.30
H 4.0361 -2.7977 0.4414 0.0 0.0 0.0 0.54
H 2.8327 -2.0957 -0.6285 0.0 0.0 0.0 0.41
H 2.2525 -3.2587 2.1372 0.0 0.0 0.0 0.42
H 1.8959 -3.9664 0.5709 0.0 0.0 0.0 0.45
H -3.4556 -4.4816 3.3738 0.0 0.0 0.0 0.53
N -0.3056 2.8303 -0.0467 0.0 0.0 0.0 -0.41
H -1.0114 3.2714 -0.6254 0.0 0.0 0.0 0.20
H 0.5333 3.3948 -0.1129 0.0 0.0 0.0 0.24
H -0.6182 2.8494 0.9167 0.0 0.0 0.0 -0.03
C 0.6146 3.0700 5.8045 0.1 0.0 0.0 -1.10
As -0.2398 2.1672 4.3440 -0.3 -0.2 0.0 0.74
C -1.3110 3.5192 3.5010 0.0 0.1 -0.1 -1.06
C -1.4950 0.9571 5.1394 0.0 -0.1 0.1 -0.99
S 1.2038 1.2093 3.1565 0.3 0.0 -0.2 -0.53
H -0.1397 3.5599 6.4188 0.0 0.0 0.0 0.41
H 1.3099 3.8048 5.4037 0.0 0.0 0.0 0.37
H 1.1610 2.3367 6.3937 0.0 0.0 0.0 0.35
H -1.7884 4.1012 4.2885 0.0 0.0 0.0 0.45
H -2.0722 3.0570 2.8749 0.1 -0.1 0.0 0.22
H -0.6731 4.1625 2.8981 0.0 0.0 0.0 0.38
H -2.2149 1.5224 5.7307 0.0 0.0 0.0 0.46
H -0.9474 0.2647 5.7765 0.0 0.0 0.0 0.36
H -1.9972 0.4042 4.3483 0.0 0.0 0.0 0.21
Te 0.7923 -0.3064 -2.9126 0.0 -0.2 0.1 0.22
C 0.4469 -0.9438 -4.8853 0.0 0.0 -0.1 0.19
C -0.7244 -1.6230 -5.2018 0.0 0.0 -0.1 -0.07
C -0.9707 -2.0042 -6.5144 0.0 0.0 0.0 -0.63
C -0.0475 -1.7079 -7.5061 0.0 0.0 0.0 -0.48
C 1.1257 -1.0376 -7.1887 0.0 0.0 0.0 -0.61
C 1.3788 -0.6572 -5.8779 -0.1 0.0 -0.1 -0.42
C 0.1239 1.6659 -3.2095 0.0 0.0 0.0 0.31
C 1.0260 2.7212 -3.1639 -0.1 0.0 0.0 -0.63
C 0.5783 4.0239 -3.3523 0.0 0.0 0.0 -0.57
C -0.7646 4.2711 -3.5943 0.0 0.0 0.0 -0.48
C -1.6651 3.2143 -3.6485 0.0 0.0 0.0 -0.68
C -1.2235 1.9139 -3.4503 0.1 0.1 0.0 -0.12
H -1.4416 -1.8614 -4.4270 0.0 0.0 0.0 0.32
H -1.8821 -2.5334 -6.7598 0.0 0.0 0.0 0.40
H -0.2400 -2.0049 -8.5284 0.0 0.0 0.0 0.38
H 1.8485 -0.8123 -7.9616 0.0 0.0 0.0 0.39
H 2.2951 -0.1361 -5.6336 0.0 0.0 0.0 0.37
H 2.0766 2.5312 -2.9858 0.0 0.0 0.0 0.43
H 1.2852 4.8430 -3.3240 0.0 0.0 0.0 0.41
H -1.1092 5.2847 -3.7507 0.0 0.0 0.0 0.40
H -2.7113 3.4032 -3.8533 0.0 0.0 0.0 0.41
H -1.9260 1.0914 -3.4939 0.0 0.0 0.0 0.32
C -3.4250 -1.3685 -1.8095 0.0 0.0 0.0 -1.40
N -2.5701 -0.7717 -0.7876 0.1 0.0 0.0 0.70
C -2.8988 -0.0820 0.3020 0.0 -0.1 0.0 0.35
S -1.8119 0.0218 1.6365 -0.1 0.1 -0.1 -0.52
N -4.0774 0.5358 0.4254 -0.1 -0.1 0.1 -0.15
C -5.1343 0.7459 -0.5562 0.1 0.1 0.0 -1.03
H -2.9332 -2.2823 -2.1339 0.0 0.0 0.0 0.30
H -3.5624 -0.7193 -2.6734 0.0 0.0 0.0 0.36
H -4.3914 -1.6443 -1.3970 0.0 0.0 0.0 0.48
H -1.6297 -1.1372 -0.7814 0.0 0.0 0.0 -0.32
H -4.2282 0.9168 1.3450 0.0 0.0 0.0 0.23
H -4.7143 0.8744 -1.5487 0.0 0.0 0.0 0.32
H -5.6469 1.6684 -0.2936 0.0 0.0 0.0 0.36
H -5.8607 -0.0658 -0.5654 0.0 0.0 0.0 0.31
```
Forces are in eV/Å.

Lowest unoccupied orbital energy: -2.01 eV
Total charge: +1
E: -5357.6717 a.u.
HOMO energy: -9.996 eV
2S+1: 1
Strongest force on any atom: 0.366 eV/Å
Kohn-Sham gap: 0.29359 Ha